# 1
The following is a quantum chemistry calculation of a gas-phase ion, C8H18NO (charge +1) at a distorted geometry, from the OMol25 dataset.

The geometry in XYZ format:
```
28
Properties=species:S:1:pos:R:3
C -1.98831 -0.51047 1.29038
C -2.29502 0.46798 0.16607
N -1.09755 0.28540 -0.85658
C 0.32294 0.48538 -0.28830
O 0.31862 1.44110 0.57957
C 0.67515 2.81844 0.21030
C 1.42623 0.29609 -1.23780
C 1.27297 -0.77868 -0.11009
C 0.82231 -2.13863 -0.59102
C 2.18870 -0.93082 1.13267
H -1.09075 -0.13852 1.71758
H -2.90833 -0.54273 1.91776
H -1.72625 -1.42158 0.76791
H -2.10545 1.39102 0.56739
H -3.11206 0.55992 -0.57425
H -1.21850 1.02542 -1.53593
H -1.12272 -0.53155 -1.37902
H -0.11352 3.47422 0.25273
H 1.12806 2.85497 -0.75880
H 1.48530 3.14386 0.93755
H 2.25255 1.01732 -1.28842
H 1.09161 0.05933 -2.18304
H -0.04339 -2.58048 -0.12944
H 1.71555 -2.86876 -0.36744
H 0.77911 -2.20882 -1.74051
H 3.07365 -1.29734 0.61160
H 1.62279 -1.55977 1.87184
H 2.43329 -0.02920 1.61568
```

energy relative to the best compared isomer or geometry (same formula, charge and spin)	51.4	kcal/mol
HOMO level	-13.62	eV
F_max	0.077	hartree/bohr
SMILES string	CC[NH2+][C@]1(OC)CC1(C)C
orbital gap	0.394	Ha
energy	-445.26616	Eh
total charge	+1

***

# 2
The following is a quantum chemistry calculation of 2 unconnected molecules or ions with the total composition C8H18NO3P at a distorted geometry, from the OMol25 dataset.

The geometry in XYZ format:
```
31
Properties=species:S:1:pos:R:3
C -3.99853 1.96797 0.37156
C -3.94976 0.47370 0.28102
C 2.62742 0.43744 0.81771
C -2.55966 -0.15140 0.41156
C 2.22848 -0.64467 -0.18220
C 3.77011 1.32743 0.31923
C -1.66903 -0.04130 -0.69674
C 0.90328 -1.32695 0.24630
N -1.16190 0.10680 -1.71876
O -0.55001 0.16410 -2.77285
O -1.15374 -2.80320 -0.73864
O 4.98984 0.63484 0.02266
P 0.20766 -2.40291 -1.06623
H -4.72353 2.25080 1.14860
H -2.88907 2.25040 0.45505
H -4.38366 2.46406 -0.45753
H -4.53224 0.25885 -0.59841
H -4.47380 0.19514 1.15821
H 3.05006 -0.07439 1.74981
H 1.79840 1.26999 0.90190
H -1.90596 0.12302 1.34008
H -2.77230 -1.19365 0.65867
H 3.10592 -1.34950 -0.38097
H 2.04977 -0.08602 -1.11486
H 3.60095 1.86484 -0.60448
H 4.07186 2.02446 1.05948
H 0.28116 -0.69486 0.75948
H 1.19284 -2.07626 0.94450
H 5.35895 0.27682 0.94503
H 1.08680 -3.40671 -1.03616
H 0.39970 -1.83884 -2.22305
```

energy relative to the best compared isomer or geometry (same formula, charge and spin)	61.9	kcal/mol
expectation value of S²	2.013
HOMO level (spin up / spin down)	-4.11 / -9.56	eV
F_max	0.198	hartree/bohr
multiplicity	3
orbital gap (spin up / spin down)	0.176 / 0.257	Ha
energy	-937.07969	Eh

***

# 3
The following is a quantum chemistry calculation of a single C8H18NO3PS molecule at a distorted geometry, from the OMol25 dataset.

The geometry in XYZ format:
```
32
Properties=species:S:1:pos:R:3
C -0.16717 -3.41649 0.89286
C -0.69282 -1.94044 0.58845
O 0.33756 -1.38762 -0.25215
P 0.71589 0.17660 -0.24566
O 0.66792 0.76551 1.13251
C -0.27200 0.84828 -1.58642
C -1.98143 0.53681 -0.89684
S -2.77213 -0.71529 -1.61644
N -2.39665 1.27203 0.12941
C -1.68075 2.43635 0.56099
C -3.59443 0.78074 0.75301
O 2.08727 0.15583 -1.07523
C 3.43812 -0.14593 -0.56940
C 4.40771 0.86748 -0.67461
H 0.69723 -3.23327 1.55130
H -1.05062 -3.87835 1.46979
H 0.21232 -4.15409 0.06936
H -0.64780 -1.49495 1.53153
H -1.65821 -1.80257 0.08154
H 0.05295 1.83387 -1.73428
H -0.24840 0.09988 -2.38748
H -1.46769 2.96763 -0.41498
H -2.37852 3.08589 1.21050
H -0.72001 2.26108 1.13513
H -4.06454 1.50629 1.48947
H -4.24458 0.58551 -0.02739
H -3.51788 -0.09474 1.22405
H 3.20792 -0.28084 0.51189
H 3.58073 -1.06929 -1.01681
H 5.29995 0.69279 0.11203
H 4.90768 0.94240 -1.64947
H 3.94237 1.79896 -0.29666
```

energy relative to the best compared isomer or geometry (same formula, charge and spin)	0.0	kcal/mol
HOMO level	-8.28	eV
F_max	0.109	hartree/bohr
SMILES string	CCOP(=O)(CC(=S)N(C)C)OCC
orbital gap	0.333	Ha
energy	-1335.60992	Eh